{
  "formula": "C5H5N3O5S",
  "method": "ωB97M-V/def2-TZVPD",
  "total_energy_ha": -1131.920226,
  "e_homo_ev": [-9.21, -7.64],
  "max_force_ev_per_a": 3.62,
  "total_charge": 0,
  "e_above_lowest_kj_mol": 342.5,
  "gap_ha": [0.3085, 0.2447],
  "symbols": ["C", "C", "C", "C", "C", "N", "N", "N", "O", "O", "O", "O", "O", "S", "H", "H", "H", "H", "H"],
  "coordinates": [[0.112, -2.849, -0.573], [-0.785, -2.634, -1.568], [0.449, -1.585, -0.068], [-0.799, -1.105, -1.737], [-0.138, 1.496, 0.454], [-0.079, -0.596, -0.791], [0.880, 1.295, 1.462], [-0.551, 1.283, 1.798], [0.054, 2.852, 0.027], [0.678, 3.882, 2.155], [2.543, 3.136, 0.778], [1.049, -1.449, 1.061], [-1.352, -0.298, -2.607], [1.177, 2.984, 1.200], [0.245, -3.821, -0.170], [-1.380, -3.279, -2.255], [-1.098, 1.997, 2.218], [1.146, -0.582, 1.522], [-2.151, -0.725, -2.904]],
  "forces_ev_per_a": [[-1.261, -1.026, -0.501], [-1.146, 2.272, -2.579], [-0.528, 0.206, -0.361], [0.519, -3.183, 1.402], [-1.364, -0.908, 0.174], [1.101, 1.739, 0.826], [0.150, 1.884, 0.756], [-0.880, -2.324, -2.430], [0.539, -0.751, 0.553], [-0.769, 0.422, 1.219], [-1.598, -0.458, -0.215], [1.438, -0.148, 2.176], [-0.625, 0.339, -0.644], [3.307, 0.893, -0.858], [0.631, -0.416, 0.563], [0.859, 0.258, 0.918], [0.469, 1.517, 0.853], [-0.313, -0.217, -1.178], [-0.528, -0.100, -0.676]]
}

{
  "formula": "C5H5N3O7",
  "method": "ωB97M-V/def2-TZVPD",
  "total_energy_ha": -884.073435,
  "e_homo_ev": [-9.48, -8.90],
  "max_force_ev_per_a": 2.96,
  "total_charge": 0,
  "e_above_lowest_kj_mol": 137.6,
  "gap_ha": [0.2755, 0.2931],
  "symbols": ["C", "C", "C", "C", "C", "N", "N", "N", "O", "O", "O", "O", "O", "O", "O", "H", "H", "H", "H", "H"],
  "coordinates": [[0.983, -0.286, -0.245], [1.323, -1.505, 0.226], [-0.537, -0.365, -0.517], [0.203, -2.294, 0.253], [-1.447, 0.674, -0.060], [-0.305, -0.382, -2.012], [0.121, -3.523, 0.996], [0.520, -3.651, -1.764], [0.025, 0.668, -2.498], [-0.327, -1.474, -2.529], [1.154, -4.112, 1.319], [-1.010, -4.024, 1.082], [-0.542, -4.078, -1.983], [1.666, -3.708, -2.039], [-0.957, -1.639, -0.131], [1.573, 0.586, -0.539], [2.249, -2.035, 0.224], [-1.067, 1.165, 0.803], [-2.410, 0.335, 0.282], [-1.619, 1.437, -0.813]],
  "forces_ev_per_a": [[-0.354, 0.061, 1.234], [1.180, 0.669, -1.151], [1.761, -0.532, -0.098], [-2.016, -0.929, 0.225], [-1.161, 1.594, 0.105], [-0.820, -0.676, -0.686], [-1.483, -1.511, -1.025], [0.179, 1.531, 2.529], [-0.135, 0.395, -0.642], [-0.059, 0.652, -0.756], [-0.284, 1.113, -0.045], [0.942, 0.853, 0.270], [-0.047, -1.200, -1.207], [-0.070, -0.805, -1.095], [1.344, -0.866, 1.204], [-0.234, -0.546, 0.212], [0.828, 0.379, 0.677], [0.670, 0.497, 0.684], [-0.373, -0.728, -0.303], [0.133, 0.046, -0.132]]
}

{
  "formula": "C5H5N3OS",
  "method": "ωB97M-V/def2-TZVPD",
  "total_energy_ha": -831.115051,
  "e_homo_ev": -8.81,
  "max_force_ev_per_a": 4.65,
  "total_charge": 0,
  "e_above_lowest_kj_mol": 184.1,
  "gap_ha": 0.3205,
  "symbols": ["C", "C", "C", "C", "C", "N", "N", "N", "O", "S", "H", "H", "H", "H", "H"],
  "coordinates": [[1.827, 0.485, -1.661], [2.665, -0.101, -0.690], [0.541, 0.399, -1.169], [-0.404, -0.327, 0.871], [-3.266, 0.161, 0.881], [1.945, -0.364, 0.386], [0.691, -0.057, 0.054], [-3.492, -0.113, -0.272], [-3.022, 0.294, 1.989], [-0.110, -0.910, 2.407], [2.172, 0.906, -2.615], [3.701, -0.193, -0.873], [-0.414, 0.877, -1.394], [-1.448, -1.188, 2.807], [-4.278, 0.294, -0.786]],
  "forces_ev_per_a": [[-0.536, 0.230, -1.837], [-1.963, 1.046, 0.003], [0.662, 2.335, -2.104], [-0.075, 0.221, -0.583], [-0.564, -0.486, -1.420], [2.031, -0.923, 0.241], [-1.677, -1.725, 3.977], [-0.677, 0.368, -1.171], [0.300, 0.517, 2.143], [-0.533, -0.540, 0.277], [-0.423, -0.364, 0.528], [0.969, -0.451, 0.730], [0.402, -0.590, -0.447], [1.508, 0.661, -0.739], [0.576, -0.299, 0.400]]
}

{
  "formula": "C5H5N4S",
  "method": "ωB97M-V/def2-TZVPD",
  "total_energy_ha": -810.347354,
  "e_homo_ev": [-14.28, -14.20],
  "max_force_ev_per_a": 3.95,
  "total_charge": 1,
  "e_above_lowest_kj_mol": 279.8,
  "gap_ha": [0.2226, 0.2347],
  "symbols": ["C", "C", "C", "C", "C", "N", "N", "N", "N", "S", "H", "H", "H", "H", "H"],
  "coordinates": [[-1.944, -0.218, -0.004], [-1.035, 0.685, 1.886], [0.876, -0.001, -2.051], [-0.679, -0.259, -0.642], [0.405, 0.280, 0.094], [-2.077, 0.204, 1.205], [0.109, 0.884, 1.257], [-0.315, -0.508, -1.950], [1.364, 0.557, -0.927], [1.094, -1.778, 1.076], [-2.992, -0.503, -0.490], [-1.059, 1.048, 2.872], [1.507, 0.060, -2.860], [2.297, 0.913, -0.756], [2.449, -1.364, 1.288]],
  "forces_ev_per_a": [[-3.448, -1.400, -1.137], [2.573, 0.311, -2.978], [0.699, 0.905, 2.120], [0.140, -1.289, -2.653], [-0.350, -0.308, 0.495], [-1.391, -0.322, 0.767], [2.016, 0.857, 1.996], [-2.207, -0.162, 1.337], [-0.204, -0.108, 1.712], [1.084, 1.326, -0.541], [2.743, 0.486, 0.480], [-0.652, 0.269, 1.131], [0.887, -0.321, -2.220], [-0.129, 0.006, -0.219], [-1.760, -0.250, -0.289]]
}

{
  "formula": "C5H5N5O",
  "method": "ωB97M-V/def2-TZVPD",
  "total_energy_ha": -542.428137,
  "e_homo_ev": -8.82,
  "smiles": "ONc1ncnc2[nH]cnc12",
  "max_force_ev_per_a": 8.44,
  "total_charge": 0,
  "e_above_lowest_kj_mol": 394.0,
  "gap_ha": 0.3402,
  "symbols": ["O", "N", "C", "N", "C", "N", "C", "N", "C", "N", "C", "H", "H", "H", "H", "H"],
  "coordinates": [[0.333, 2.247, 2.547], [0.899, 1.032, 1.855], [0.018, 0.727, 0.776], [-0.999, 1.435, 0.512], [-1.846, 1.016, -0.535], [-1.597, -0.052, -1.359], [-0.558, -0.701, -1.008], [0.068, -1.783, -1.603], [1.168, -2.182, -1.019], [1.440, -1.294, -0.061], [0.369, -0.367, 0.003], [-0.373, 1.879, 3.247], [1.986, 1.291, 1.375], [-2.697, 1.860, -0.870], [-0.220, -2.300, -2.563], [2.009, -2.807, -1.296]],
  "forces_ev_per_a": [[-0.498, -2.151, 1.174], [1.691, 2.358, -0.617], [3.457, -0.912, 1.102], [-4.509, 0.425, -2.368], [0.537, 1.671, -0.937], [-3.594, 3.267, 0.596], [4.337, -1.330, 1.291], [-3.988, -3.364, -6.639], [2.273, 3.831, 3.152], [-0.040, 0.373, 1.437], [0.338, -2.822, -1.668], [2.549, 0.724, -2.448], [-4.253, -0.590, 2.146], [2.301, -2.873, 1.114], [0.290, 1.969, 3.184], [-0.891, -0.576, -0.520]]
}

{
  "formula": "C5H5N6O2",
  "method": "ωB97M-V/def2-TZVPD",
  "total_energy_ha": -671.988110,
  "e_homo_ev": [-15.38, -15.38],
  "smiles": "N#CCCn1c2nonc2[nH][n+]1=O",
  "max_force_ev_per_a": 4.46,
  "total_charge": 1,
  "e_above_lowest_kj_mol": 49.3,
  "gap_ha": [0.3237, 0.3237],
  "symbols": ["N", "C", "C", "C", "N", "C", "N", "O", "N", "C", "N", "N", "O", "H", "H", "H", "H", "H"],
  "coordinates": [[4.328, 1.245, 0.136], [3.267, 0.815, 0.118], [2.070, 0.118, 0.434], [1.038, 0.341, -0.711], [-0.251, -0.029, -0.245], [-1.397, 0.682, -0.298], [-1.954, 1.860, -0.260], [-3.240, 1.638, 0.076], [-3.511, 0.389, 0.380], [-2.445, -0.234, 0.063], [-1.873, -1.454, 0.277], [-0.546, -1.307, 0.113], [0.201, -2.251, 0.144], [1.666, 0.420, 1.339], [2.197, -0.874, 0.557], [1.263, 1.438, -0.973], [1.503, -0.369, -1.481], [-2.314, -2.431, 0.331]],
  "forces_ev_per_a": [[0.155, 0.412, -0.527], [1.466, -0.121, 0.922], [-1.549, 1.863, -1.779], [4.456, -0.109, -0.222], [0.343, 0.079, -0.678], [-3.806, -0.793, 1.125], [1.487, 0.809, -0.545], [0.142, 1.406, -0.070], [-1.296, -1.177, -0.172], [1.453, 0.239, 0.215], [-0.929, -1.527, 0.274], [-0.306, -1.311, -0.890], [0.153, 1.118, -0.019], [-0.637, 1.218, 1.886], [1.046, -3.385, 0.208], [-1.804, -1.613, -0.059], [-1.593, 1.109, 0.285], [1.220, 1.786, 0.047]]
}

{
  "formula": "C5H5NO",
  "method": "ωB97M-V/def2-TZVPD",
  "total_energy_ha": -323.391400,
  "e_homo_ev": -9.21,
  "max_force_ev_per_a": 0.69,
  "total_charge": 0,
  "e_above_lowest_kj_mol": 336.8,
  "gap_ha": 0.3574,
  "symbols": ["O", "C", "C", "C", "N", "C", "C", "H", "H", "H", "H", "H"],
  "coordinates": [[-2.034, 0.592, -1.248], [-1.230, -0.471, -0.986], [1.873, 1.018, -0.237], [1.383, 0.332, 0.763], [0.865, -0.315, 1.669], [-0.939, -0.950, 0.204], [-0.305, -1.098, 1.343], [-2.269, 1.007, -0.405], [-0.866, -0.932, -1.900], [2.644, 0.598, -0.871], [1.476, 2.001, -0.465], [-0.598, -1.783, 2.132]],
  "forces_ev_per_a": [[-0.126, 0.107, 0.202], [0.151, -0.322, 0.128], [-0.026, -0.086, 0.130], [-0.157, -0.139, 0.146], [0.310, 0.374, -0.488], [0.124, 0.161, -0.014], [-0.258, -0.114, -0.162], [-0.037, -0.030, -0.151], [-0.086, -0.007, 0.133], [-0.016, 0.034, 0.116], [0.094, -0.080, 0.108], [0.028, 0.103, -0.147]]
}

{
  "formula": "C5H5NO",
  "method": "ωB97M-V/def2-TZVPD",
  "total_energy_ha": -323.392682,
  "e_homo_ev": -9.83,
  "smiles": "N#C[C@@]12C[C@@H]1[C@H]2O",
  "max_force_ev_per_a": 1.98,
  "total_charge": 0,
  "e_above_lowest_kj_mol": 333.4,
  "gap_ha": 0.3884,
  "symbols": ["N", "C", "C", "C", "C", "C", "O", "H", "H", "H", "H", "H"],
  "coordinates": [[0.669, -1.257, -2.569], [0.464, -0.510, -1.694], [0.327, -0.020, -0.358], [1.234, 0.621, 0.627], [-0.237, 0.699, 0.858], [-0.729, -0.639, 0.498], [-1.965, -0.595, -0.139], [1.943, -0.004, 1.169], [1.623, 1.601, 0.342], [-0.858, 1.576, 1.062], [-0.576, -1.586, 1.018], [-1.894, 0.113, -0.814]],
  "forces_ev_per_a": [[-0.448, 1.624, 1.042], [0.426, -0.911, -1.054], [0.337, -0.274, -0.519], [0.320, -0.089, 0.091], [-0.342, 0.643, -0.028], [0.086, -0.309, 0.238], [-0.184, 0.008, -0.312], [-0.324, 0.110, 0.372], [0.221, -0.343, -0.107], [0.292, -0.243, -0.355], [-0.061, 0.326, 0.183], [-0.323, -0.543, 0.451]]
}

{
  "formula": "C5H5NO",
  "method": "ωB97M-V/def2-TZVPD",
  "total_energy_ha": -323.351453,
  "e_homo_ev": -8.90,
  "smiles": "N#C[C@H]1O[C@H]2C[C@H]21",
  "max_force_ev_per_a": 1.96,
  "total_charge": 0,
  "e_above_lowest_kj_mol": 441.7,
  "gap_ha": 0.3585,
  "symbols": ["N", "C", "C", "O", "C", "C", "C", "H", "H", "H", "H", "H"],
  "coordinates": [[-0.293, 0.823, -2.385], [-0.650, 1.151, -1.338], [-0.667, 1.070, 0.122], [-1.504, -0.032, 0.579], [-0.340, -0.767, 0.990], [0.752, -0.971, -0.378], [0.575, 0.234, 0.468], [-0.831, 1.993, 0.705], [-0.515, -1.375, 1.874], [1.837, -1.201, -0.593], [0.098, -1.357, -1.146], [1.459, 0.532, 0.998]],
  "forces_ev_per_a": [[-0.760, 0.855, 0.048], [0.350, -0.123, -0.625], [0.217, -0.078, 0.209], [0.390, -0.405, -0.605], [0.794, -0.906, -0.409], [-0.565, -0.739, 0.852], [0.225, 0.697, 0.463], [-0.102, -0.418, -0.511], [0.643, 0.159, -0.235], [-1.366, -0.622, 1.257], [-0.042, 0.995, -0.364], [0.218, 0.584, -0.079]]
}